The following is a quantum chemistry calculation of C27H30As2N3O17P2Rh as an isolated structure, from the Open Molecules 2025 dataset.

The energy above the lowest of the compared OMol25 structures with the same formula, charge and spin comes out at 38.62 kJ/mol. For the molecular weight, the calculation gives 983.24 g/mol. The LUMO energy (alpha / beta) is -0.0403 / -0.0849 hartree. The HOMO-LUMO gap (alpha / beta) is 0.2622 / 0.2208 Eh. Its multiplicity is 5.

```
82
Properties=species:S:1:pos:R:3:forces:R:3
Rh -1.443 -0.648 0.443 0.044 0.336 0.301
O 0.550 2.915 4.010 0.028 0.108 0.025
C -0.387 3.682 3.417 0.048 -0.016 0.039
C -0.182 5.062 3.436 -0.010 0.014 0.009
C -1.097 5.913 2.849 0.018 -0.006 0.001
C -2.239 5.410 2.230 -0.022 0.002 -0.007
C -2.447 4.047 2.214 0.022 -0.005 -0.009
C -1.536 3.162 2.797 0.003 -0.004 -0.165
C -1.803 1.707 2.652 -0.137 0.093 0.479
O -2.868 1.270 2.215 0.039 0.006 -0.361
N -0.791 0.892 3.095 0.040 0.006 -0.108
N -0.908 -0.328 2.607 -0.044 -0.245 -0.017
C -0.391 -1.368 3.153 0.004 0.028 0.041
C -0.518 -2.611 2.416 -0.011 -0.040 -0.009
C -0.176 -3.850 2.947 -0.003 0.010 -0.009
C -0.428 -4.989 2.207 0.002 0.002 0.003
C -1.032 -4.876 0.960 -0.009 -0.003 -0.012
C -1.334 -3.620 0.474 -0.007 0.003 0.000
N -1.046 -2.519 1.179 0.039 -0.135 0.069
H 0.276 1.975 3.886 0.012 -0.039 -0.022
H 0.708 5.438 3.923 -0.002 0.000 0.001
H -0.920 6.982 2.873 0.000 -0.004 -0.001
H -2.954 6.077 1.767 0.000 -0.002 0.005
H -3.319 3.626 1.732 -0.009 0.021 0.006
H 0.092 -1.327 4.122 0.001 -0.001 -0.002
H 0.261 -3.900 3.935 -0.003 -0.001 -0.001
H -0.179 -5.963 2.607 0.001 0.001 -0.001
H -1.277 -5.747 0.370 0.001 0.003 0.002
H -1.818 -3.463 -0.484 0.001 -0.002 -0.002
O -4.188 1.796 -0.243 0.026 -0.084 -0.019
P -3.029 1.413 -1.243 -0.082 -0.006 -0.033
O -2.812 2.373 -2.323 0.068 0.019 -0.016
O -1.783 1.124 -0.348 -0.001 -0.143 -0.192
O -3.404 -0.037 -1.870 -0.194 0.079 0.030
P -3.942 -1.343 -1.068 -0.020 -0.028 -0.089
O -5.513 -1.120 -0.963 0.035 0.060 0.095
O -3.583 -2.564 -1.805 -0.007 -0.014 -0.001
O -3.420 -1.158 0.367 0.263 -0.039 -0.060
H -3.942 1.563 0.677 0.012 -0.020 0.103
H -5.972 -1.737 -1.542 -0.043 -0.048 -0.054
C -0.360 4.475 -1.361 -0.012 0.013 -0.019
O 0.120 3.152 -1.060 -0.079 -0.018 -0.002
C 0.303 2.362 -2.116 0.403 0.134 0.040
O 0.358 2.735 -3.266 -0.157 -0.065 -0.032
C 0.562 0.968 -1.743 -0.119 0.005 0.043
C 0.568 -0.042 -2.750 0.216 -0.055 -0.088
As 2.353 -0.577 -3.364 -0.032 0.010 0.004
C 3.340 1.093 -3.145 0.011 -0.018 -0.011
C 2.821 -1.328 -1.574 -0.042 0.081 -0.001
C 2.296 -1.018 -0.387 -0.086 -0.128 -0.017
As 0.859 0.254 0.017 -0.041 0.044 0.022
C 1.718 1.636 1.057 -0.029 -0.005 0.016
C 2.704 -1.692 0.880 0.096 0.138 0.079
O 2.240 -1.367 1.951 -0.029 -0.031 -0.030
O 3.609 -2.648 0.725 0.014 -0.007 -0.005
C 4.071 -3.290 1.924 -0.028 -0.012 0.006
C 3.952 -2.295 -1.781 0.047 -0.042 0.119
O 5.080 -1.898 -1.879 -0.030 0.007 -0.032
O 3.649 -3.581 -1.987 0.011 -0.019 -0.038
C 2.291 -4.015 -1.843 -0.028 0.001 -0.022
C -0.362 -1.185 -2.721 -0.122 -0.014 -0.008
O -0.616 -1.744 -1.661 -0.019 0.035 -0.053
O -0.806 -1.691 -3.849 -0.053 0.036 0.056
C -0.778 -0.875 -5.039 0.025 0.014 -0.013
H -0.462 4.969 -0.400 -0.002 0.003 0.019
H -1.324 4.389 -1.859 -0.002 0.003 -0.010
H 0.350 4.998 -1.999 0.006 0.004 0.009
H 3.053 1.773 -3.945 -0.008 0.005 -0.010
H 4.395 0.835 -3.228 0.000 0.024 -0.005
H 3.153 1.557 -2.180 -0.019 -0.004 0.010
H 2.601 1.984 0.525 -0.005 0.004 -0.010
H 1.985 1.214 2.021 0.006 -0.017 0.010
H 1.008 2.449 1.186 -0.010 -0.016 -0.013
H 4.906 -3.910 1.617 0.000 -0.003 -0.005
H 3.272 -3.899 2.346 -0.004 0.012 0.013
H 4.384 -2.545 2.651 0.012 0.000 -0.001
H 2.305 -5.081 -2.046 -0.002 -0.004 -0.011
H 1.637 -3.521 -2.563 -0.009 -0.006 0.004
H 1.923 -3.839 -0.832 0.017 -0.016 -0.023
H -1.702 -1.093 -5.565 0.003 -0.008 -0.005
H 0.080 -1.156 -5.646 0.010 0.002 -0.005
H -0.740 0.184 -4.785 -0.013 0.003 0.000
```
Forces are in eV/Å.